# C29H27ClN4PRhS2

C29H27ClN4PRhS2 as an isolated structure (ωB97M-V with the def2-TZVPD basis set, OMol25).

Energy above the lowest of the compared OMol25 structures with the same formula, charge and spin in kJ/mol: 302.7
LUMO level (alpha / beta) in hartree: -0.2710 / -0.2810
Gap between HOMO and LUMO (alpha / beta) in Eh: 0.232 / 0.226

Geometry as ORCA input:
```
! RIJCOSX wB97M-V def2-TZVPD def2/J DEFGRID3
* xyz 2 1
Rh 0.135 -0.202 0.158
Cl -0.657 1.691 1.612
C -2.162 2.305 1.041
C -2.841 3.225 1.818
C -4.058 3.715 1.371
C -4.563 3.317 0.144
C -3.867 2.416 -0.642
C -2.668 1.871 -0.183
P -1.753 0.625 -1.144
C -2.367 -0.999 -0.600
C -3.316 -1.161 0.415
C -3.776 -2.431 0.710
C -3.278 -3.539 0.030
C -2.317 -3.382 -0.961
C -1.847 -2.122 -1.273
C -2.316 0.819 -2.844
C -3.206 -0.080 -3.432
C -3.679 0.180 -4.704
C -3.251 1.304 -5.398
C -2.347 2.184 -4.818
C -1.869 1.940 -3.546
H -2.418 3.564 2.749
H -4.607 4.411 1.985
H -5.497 3.724 -0.207
H -4.253 2.121 -1.607
H -3.722 -0.297 0.926
H -4.528 -2.562 1.473
H -3.641 -4.529 0.263
H -1.943 -4.246 -1.490
H -1.110 -1.983 -2.057
H -3.547 -0.950 -2.890
H -4.390 -0.498 -5.151
H -3.615 1.490 -6.396
H -2.008 3.056 -5.356
H -1.157 2.610 -3.084
C 4.979 -3.327 0.068
C 4.760 -1.929 -0.368
C 5.735 -0.956 -0.423
C 5.379 0.348 -0.829
N 4.128 0.621 -1.185
C 3.210 -0.313 -1.153
S 1.623 0.001 -1.711
N 3.505 -1.585 -0.740
C 6.350 1.457 -0.903
H 5.962 -3.452 0.511
H 4.895 -4.009 -0.779
H 4.219 -3.621 0.790
H 6.751 -1.181 -0.146
H 2.764 -2.284 -0.728
H 7.115 1.378 -0.135
H 5.835 2.412 -0.839
H 6.848 1.425 -1.874
C 0.934 -0.252 6.074
C 1.286 -0.306 4.637
C 2.225 0.570 4.064
C 2.375 0.536 2.692
N 1.689 -0.321 1.939
C 0.858 -1.169 2.576
S -0.035 -2.216 1.518
N 0.655 -1.187 3.872
H 1.763 -0.620 6.678
H 0.058 -0.866 6.265
H 0.757 0.780 6.374
H 2.774 1.274 4.664
H 3.045 1.206 2.169
*
```

***

# C4H11NO

A 2-piece molecular cluster, C4H11NO overall (ωB97M-V with the def2-TZVPD basis set, OMol25).

Energy above the lowest of the compared OMol25 structures with the same formula, charge and spin in kJ/mol: 119.7
LUMO level in hartree: 0.0339
Gap between HOMO and LUMO in Eh: 0.357

Geometry as ORCA input:
```
! RIJCOSX wB97M-V def2-TZVPD def2/J DEFGRID3
* xyz 0 1
N -0.694 0.520 0.022
C -0.072 0.355 -1.246
C 0.373 0.826 0.981
C 1.251 -0.287 -0.907
C 1.697 0.543 0.303
H -1.370 1.275 -0.145
H -0.704 -0.075 -2.047
H 0.227 1.373 -1.563
H 0.238 1.905 1.186
H 0.345 0.293 1.951
H 1.156 -1.369 -0.693
H 1.969 -0.171 -1.741
H 2.265 1.438 -0.015
H 2.385 -0.105 0.880
O -2.981 -2.250 1.403
H -3.637 -2.638 0.781
H -2.450 -1.633 0.850
*
```

***

# C33H36Br2Cl56FN3O4P2

C33H36Br2Cl56FN3O4P2 as an isolated structure (ωB97M-V with the def2-TZVPD basis set, OMol25).

LUMO level in hartree: -0.0120
Gap between HOMO and LUMO in Eh: 0.263

Geometry as ORCA input:
```
! RIJCOSX wB97M-V def2-TZVPD def2/J DEFGRID3
* xyz 0 1
C 2.583 -2.966 -0.380
C 2.334 -1.733 -1.422
Br 2.403 -2.636 -3.249
C 0.855 -1.013 -1.189
Br 0.198 -0.868 -3.119
C 0.955 0.520 -0.629
P 1.407 1.345 -2.304
C 3.141 2.148 -2.007
O 0.400 2.684 -2.677
N 2.010 0.355 0.422
C 1.349 -0.454 1.468
O 1.749 -1.401 2.215
C -0.173 0.168 1.609
P -1.610 -1.043 1.928
O -1.567 -2.361 1.115
C -0.018 0.762 3.107
C -1.181 1.753 3.601
F 1.348 1.222 3.436
C -0.250 1.170 0.305
C -1.706 1.417 -0.355
C -2.455 0.172 -1.056
C -3.008 0.591 -2.543
C -4.113 -0.450 -3.104
C -3.518 -1.707 -3.920
N -3.388 -2.854 -2.961
C 0.294 2.679 0.602
C -0.784 3.847 0.742
O -1.385 4.263 1.790
N -1.077 4.636 -0.515
C -2.430 5.272 -0.441
C 0.014 5.628 -0.767
H 2.952 -3.921 -0.899
H 1.606 -3.173 0.215
H 3.370 -2.674 0.429
H 3.195 -0.978 -1.459
H 0.096 -1.695 -0.676
H 3.322 2.434 -0.906
H 3.995 1.541 -2.477
H 3.106 3.159 -2.591
H -0.379 2.284 -3.162
H 2.580 1.165 0.696
H -1.789 -1.411 3.306
H -2.819 -0.301 1.585
H -0.108 -0.170 3.807
H -0.783 2.783 3.925
H -1.782 1.254 4.465
H -1.949 1.885 2.738
H -2.407 1.715 0.531
H -1.704 2.230 -1.192
H -1.895 -0.825 -1.050
H -3.445 -0.041 -0.470
H -2.170 0.858 -3.280
H -3.588 1.590 -2.357
H -4.808 -0.747 -2.218
H -4.799 0.165 -3.821
H -4.272 -1.917 -4.785
H -2.528 -1.382 -4.392
H -2.394 -2.807 -2.633
H -3.943 -2.716 -2.100
H 0.956 2.753 1.562
H 1.032 3.075 -0.213
H -2.778 5.473 -1.537
H -3.244 4.617 0.033
H -2.360 6.330 0.047
H 1.043 5.112 -0.937
H -0.199 6.226 -1.735
H 0.166 6.323 0.166
C -1.319 -2.374 -7.767
Cl -0.919 -1.429 -6.312
Cl -0.428 -3.912 -7.736
Cl -3.066 -2.702 -7.798
Cl -0.864 -1.458 -9.223
C 3.349 -7.345 -0.030
Cl 3.904 -8.510 -1.252
Cl 2.970 -8.204 1.480
Cl 4.629 -6.149 0.274
Cl 1.892 -6.516 -0.621
C 8.475 -6.312 2.397
Cl 7.343 -5.962 3.723
Cl 8.190 -5.173 1.059
Cl 10.145 -6.138 2.982
Cl 8.219 -7.975 1.823
C 12.686 -3.727 0.469
Cl 11.045 -4.330 0.796
Cl 12.918 -2.166 1.288
Cl 13.879 -4.898 1.077
Cl 12.903 -3.516 -1.283
C 0.179 2.343 -6.591
Cl 1.506 2.400 -5.409
Cl 0.269 0.826 -7.512
Cl -1.380 2.426 -5.737
Cl 0.318 3.723 -7.705
C 0.624 9.871 0.416
Cl 1.276 9.258 -1.121
Cl -0.650 8.776 0.997
Cl 1.929 9.955 1.621
Cl -0.058 11.493 0.166
C -2.338 -7.077 0.768
Cl -2.974 -7.198 -0.887
Cl -0.714 -7.799 0.834
Cl -2.246 -5.364 1.237
Cl -3.417 -7.944 1.885
C 6.326 4.304 -0.679
Cl 5.764 4.240 -2.364
Cl 7.950 3.589 -0.570
Cl 6.387 5.997 -0.140
Cl 5.206 3.392 0.360
C -2.860 -3.905 5.472
Cl -1.326 -3.871 6.371
Cl -3.974 -5.058 6.244
Cl -3.587 -2.280 5.479
Cl -2.554 -4.409 3.795
C -4.507 9.219 2.938
Cl -4.092 10.159 4.389
Cl -3.613 7.681 2.952
Cl -6.254 8.889 2.925
Cl -4.070 10.148 1.485
C -7.934 12.413 1.643
Cl -7.210 11.828 0.128
Cl -9.459 11.549 1.943
Cl -6.811 12.117 2.989
Cl -8.256 14.157 1.512
C -6.923 -5.663 -1.337
Cl -8.365 -4.986 -2.127
Cl -7.199 -5.760 0.417
Cl -6.605 -7.291 -1.977
Cl -5.523 -4.616 -1.659
C -8.010 -1.841 5.999
Cl -9.647 -2.446 6.338
Cl -7.779 -0.273 6.805
Cl -6.810 -3.003 6.609
Cl -7.803 -1.642 4.244
C 9.510 -11.812 2.638
Cl 10.127 -12.875 1.354
Cl 9.838 -12.545 4.224
Cl 10.316 -10.230 2.538
Cl 7.756 -11.596 2.437
*
```

***

# C2H7NO5

A 3-piece molecular cluster, C2H7NO5 overall (ωB97M-V with the def2-TZVPD basis set, OMol25).

Energy above the lowest of the compared OMol25 structures with the same formula, charge and spin in kJ/mol: 190.8
LUMO level in hartree: 0.0088
Gap between HOMO and LUMO in Eh: 0.409

Geometry as ORCA input:
```
! RIJCOSX wB97M-V def2-TZVPD def2/J DEFGRID3
* xyz 0 1
O 2.222 0.761 0.120
C 2.015 -0.344 -0.278
N 1.271 -0.630 -1.487
C 0.201 -0.007 -2.088
O -0.007 1.248 -1.690
O -0.629 -0.550 -2.768
H 2.527 -1.335 0.108
H 1.466 -1.636 -1.738
H 0.744 1.837 -1.628
H -2.658 0.372 1.456
H -3.074 -0.452 0.395
O -2.612 -0.688 1.224
H -0.121 1.070 2.667
H -0.369 -0.253 2.778
O -0.977 0.609 2.930
*
```

***

# C2H6NO3

A 2-piece molecular cluster, C2H6NO3 overall (ωB97M-V with the def2-TZVPD basis set, OMol25).

Energy above the lowest of the compared OMol25 structures with the same formula, charge and spin in kJ/mol: 171.2
LUMO level in hartree: 0.1453
Gap between HOMO and LUMO in Eh: 0.262

Geometry as ORCA input:
```
! RIJCOSX wB97M-V def2-TZVPD def2/J DEFGRID3
* xyz -1 1
O 0.588 -0.982 0.819
C 0.254 -0.321 -0.163
N 0.823 0.832 -0.544
C -0.064 1.733 -1.410
O -0.727 1.084 -2.339
H -0.525 -0.612 -0.869
H 1.720 1.030 -0.139
H -0.696 2.309 -0.677
H 0.623 2.542 -1.784
H -0.103 -2.039 2.095
H -1.355 -2.927 2.273
O -0.538 -2.649 2.738
*
```

***

# C20H23Cl2LuN5O4S

C20H23Cl2LuN5O4S as an isolated structure (ωB97M-V with the def2-TZVPD basis set, OMol25).

Energy above the lowest of the compared OMol25 structures with the same formula, charge and spin in kJ/mol: 0.0
LUMO level in hartree: -0.0839
Gap between HOMO and LUMO in Eh: 0.302

Geometry as ORCA input:
```
! RIJCOSX wB97M-V def2-TZVPD def2/J DEFGRID3
* xyz 1 1
Lu 0.381 -0.515 1.045
C 1.816 2.684 0.365
C 2.694 3.015 1.387
C 2.230 3.143 2.690
C 0.890 2.928 2.981
C 0.011 2.586 1.963
C 0.470 2.474 0.648
H 2.173 2.595 -0.652
H 3.740 3.183 1.165
H 2.915 3.414 3.483
H 0.527 3.035 3.995
H -1.043 2.449 2.176
H -0.232 2.294 -0.156
N -3.361 4.149 -4.450
C -2.984 3.154 -3.602
C -3.042 3.329 -2.213
C -2.661 2.310 -1.365
C -2.218 1.100 -1.886
C -2.154 0.908 -3.267
C -2.530 1.924 -4.112
S -1.813 -0.225 -0.852
O -1.686 0.348 0.530
O -2.770 -1.274 -1.040
N -0.298 -0.679 -1.097
C -0.041 -1.987 -1.539
N 0.686 -2.666 -0.645
C 0.928 -3.947 -0.926
C 0.460 -4.538 -2.081
C -0.263 -3.724 -2.943
N -0.519 -2.446 -2.685
H -3.674 5.036 -4.105
H -3.308 4.031 -5.444
H -3.393 4.267 -1.801
H -2.718 2.455 -0.294
H -1.804 -0.032 -3.677
H -2.477 1.779 -5.184
H 1.514 -4.507 -0.205
H 0.650 -5.576 -2.304
H -0.659 -4.114 -3.874
Cl -1.588 -2.627 1.781
C -2.125 -1.719 3.210
Cl -0.965 -0.429 3.628
H -2.172 -2.402 4.047
H -3.079 -1.260 2.983
N 1.607 -2.750 2.292
C 3.029 -2.865 1.888
C 3.760 -1.528 2.127
C 2.748 -0.529 1.682
O 2.488 -0.393 0.444
O 1.928 -0.061 2.527
H 1.555 -2.552 3.288
H 1.125 -3.627 2.139
H 3.043 -3.073 0.819
H 3.552 -3.671 2.406
H 4.667 -1.493 1.528
H 3.993 -1.381 3.180
*
```

***

# CH4N3

An isolated ion of composition CH4N3 and charge +1 (ωB97M-V with the def2-TZVPD basis set, OMol25).

Energy above the lowest of the compared OMol25 structures with the same formula, charge and spin in kJ/mol: 449.2
LUMO level in hartree: -0.1579
Gap between HOMO and LUMO in Eh: 0.429

Geometry as ORCA input:
```
! RIJCOSX wB97M-V def2-TZVPD def2/J DEFGRID3
* xyz 1 1
C 1.344 -0.713 -0.029
N 1.448 0.451 0.337
N 0.339 0.211 -0.641
N -0.960 0.401 -0.086
H 1.723 -1.700 0.271
H -1.099 -0.162 0.712
H -1.640 0.239 -0.838
H -1.156 1.273 0.273
*
```

***

# C3H7N3O2

One molecule with the formula C3H7N3O2 (ωB97M-V with the def2-TZVPD basis set, OMol25).

Energy above the lowest of the compared OMol25 structures with the same formula, charge and spin in kJ/mol: 483.9
LUMO level in hartree: 0.0306
Gap between HOMO and LUMO in Eh: 0.344

Geometry as ORCA input:
```
! RIJCOSX wB97M-V def2-TZVPD def2/J DEFGRID3
* xyz 0 1
C -0.091 2.038 0.686
C -0.230 0.667 0.090
C 0.668 -0.622 -1.678
H 0.326 1.984 1.692
H -1.085 2.498 0.781
H 0.539 2.728 0.068
H -2.177 -0.508 1.991
H 0.877 -0.596 -2.745
H 1.154 -2.670 -1.754
H 0.173 -1.892 0.548
N -0.890 -0.276 0.659
N 0.231 0.488 -1.164
N 0.894 -1.871 -1.213
O -1.447 0.133 1.867
O 1.058 -2.101 0.170
*
```

***

# C3H8N2

A 2-piece molecular cluster, C3H8N2 overall (ωB97M-V with the def2-TZVPD basis set, OMol25).

Energy above the lowest of the compared OMol25 structures with the same formula, charge and spin in kJ/mol: 234.9
LUMO level (alpha / beta) in hartree: 0.1288 / 0.1272
Gap between HOMO and LUMO (alpha / beta) in Eh: 0.103 / 0.213

Geometry as ORCA input:
```
! RIJCOSX wB97M-V def2-TZVPD def2/J DEFGRID3
* xyz -1 2
C -1.051 -1.951 -2.746
N -1.199 -0.604 -2.800
H -1.828 -2.659 -3.214
H 0.029 -2.124 -2.629
H -0.232 -0.198 -3.081
C 0.461 1.442 0.883
C 0.667 0.423 3.032
N 0.934 1.351 2.240
H 0.070 0.470 0.713
H -0.260 2.239 0.652
H 1.282 1.510 0.134
H 0.973 0.592 4.136
H 0.154 -0.489 2.681
*
```

***

# C5H12S

One molecule with the formula C5H12S (ωB97M-V with the def2-TZVPD basis set, OMol25).

Energy above the lowest of the compared OMol25 structures with the same formula, charge and spin in kJ/mol: 4.7
LUMO level in hartree: 0.0400
Gap between HOMO and LUMO in Eh: 0.350

Geometry as ORCA input:
```
! RIJCOSX wB97M-V def2-TZVPD def2/J DEFGRID3
* xyz 0 1
C -0.301 -1.036 -2.328
C -0.010 0.338 -1.752
C 0.386 0.349 -0.264
C -0.444 -0.534 0.663
S -1.182 0.323 2.057
C 0.286 0.866 2.903
H -0.536 -0.976 -3.395
H 0.580 -1.677 -2.266
H -1.120 -1.566 -1.850
H -0.896 0.969 -1.840
H 0.802 0.816 -2.296
H 0.372 1.395 0.059
H 1.442 0.096 -0.196
H -1.310 -0.959 0.159
H 0.146 -1.389 0.995
H 0.012 1.194 3.901
H 0.757 1.715 2.411
H 1.019 0.075 3.040
*
```

***

# C25H44Cl3N4O3PtSeSi

C25H44Cl3N4O3PtSeSi as an isolated structure (ωB97M-V with the def2-TZVPD basis set, OMol25).

Energy above the lowest of the compared OMol25 structures with the same formula, charge and spin in kJ/mol: 97.0
LUMO level (alpha / beta) in hartree: 0.0766 / 0.0573
Gap between HOMO and LUMO (alpha / beta) in Eh: 0.178 / 0.180

Geometry as ORCA input:
```
! RIJCOSX wB97M-V def2-TZVPD def2/J DEFGRID3
* xyz -1 3
C 4.364 -3.071 0.978
C 4.364 -1.580 0.724
H 5.348 -3.505 0.762
H 3.599 -3.626 0.409
H 4.184 -3.239 2.042
C 5.512 -0.904 0.540
C 6.870 -1.522 0.341
H 5.504 0.190 0.513
H 6.879 -2.317 -0.439
H 7.270 -1.984 1.256
H 7.597 -0.749 0.043
Pt -2.353 -0.303 0.769
Cl -2.354 -1.055 2.990
Cl -3.140 -0.131 -1.440
H -5.853 1.782 -0.024
H -7.936 -0.360 1.862
C -6.224 0.799 -0.339
C -7.330 -0.932 1.149
N -6.141 -0.161 0.770
H -5.598 0.446 -1.170
C -5.011 -0.226 1.461
O -4.100 0.650 1.275
H -7.063 -1.884 1.617
H -4.896 -1.041 2.186
H -7.267 0.869 -0.658
H -7.938 -1.126 0.263
H 1.980 -1.587 -2.875
H 4.158 -0.148 -2.201
C 1.582 -0.716 -3.403
C 3.777 0.385 -3.082
N 2.327 0.470 -3.028
H 0.532 -0.563 -3.139
C 1.672 1.672 -2.990
O 0.452 1.798 -3.079
H 4.187 1.404 -3.091
H 2.361 2.538 -2.871
H 1.664 -0.883 -4.486
H 4.106 -0.148 -3.987
O 2.396 -1.247 -0.653
C 2.987 -0.901 0.500
C 3.186 1.635 -0.081
C 2.918 0.642 0.857
H 3.217 1.367 -1.140
C 3.308 2.974 0.313
H 2.335 -1.384 1.284
C 2.584 1.019 2.164
H 3.592 3.734 -0.431
C 3.077 3.321 1.647
C 2.700 2.344 2.580
H 2.206 0.232 2.824
H 3.244 4.362 1.952
H 2.503 2.602 3.633
Si -0.864 -3.431 -0.513
Cl -0.422 -1.287 0.164
C -1.046 -3.363 -2.347
C -2.520 -3.650 0.340
C 0.387 -4.691 0.035
H -0.147 -2.976 -2.842
H -1.902 -2.738 -2.634
H -1.226 -4.383 -2.716
H 1.223 -4.778 -0.680
H -0.126 -5.666 0.071
H 0.806 -4.483 1.028
H -2.488 -3.461 1.414
H -2.831 -4.699 0.183
H -3.306 -3.002 -0.063
C -1.740 3.669 -1.592
N -2.096 3.662 -0.196
C -3.192 4.278 0.404
C -3.178 3.945 1.729
N -2.069 3.148 1.924
C -1.669 2.458 3.143
C -1.431 2.925 0.746
Se -0.152 1.639 0.475
H -2.598 4.008 -2.176
H -1.444 2.659 -1.907
H -0.892 4.345 -1.789
H -3.884 4.880 -0.159
H -3.853 4.186 2.535
H -2.046 3.025 4.010
H -2.068 1.430 3.141
H -0.566 2.406 3.174
*
```

***

# C7H14N

An isolated ion of composition C7H14N and charge +1 (ωB97M-V with the def2-TZVPD basis set, OMol25).

Energy above the lowest of the compared OMol25 structures with the same formula, charge and spin in kJ/mol: 121.8
LUMO level in hartree: -0.1380
Gap between HOMO and LUMO in Eh: 0.306

Geometry as ORCA input:
```
! RIJCOSX wB97M-V def2-TZVPD def2/J DEFGRID3
* xyz 1 1
C -1.741 -1.172 -0.131
C -0.687 -0.428 0.621
C -0.187 0.878 -0.016
C 1.029 1.404 0.168
C 2.247 0.751 0.713
C 2.504 -0.527 0.949
C -1.266 1.786 -0.560
N -1.045 -1.944 -1.231
H -2.500 -0.608 -0.608
H -2.301 -1.865 0.499
H -0.990 -0.009 1.569
H 0.090 -1.050 1.039
H 1.266 2.416 -0.139
H 3.103 1.419 0.722
H 3.445 -0.799 1.373
H 1.793 -1.348 0.928
H -1.974 1.298 -1.245
H -1.891 2.173 0.240
H -0.884 2.606 -1.150
H -1.568 -1.836 -2.107
H -0.822 -2.925 -1.045
H -0.201 -1.463 -1.479
*
```

***

| no. | electronic energy (a.u.) |
| --- | --- |
| 1 | -3048.27967 |
| 2 | -288.97144 |
| 3 | -33445.09602 |
| 4 | -511.33210 |
| 5 | -360.30601 |
| 6 | -3904.75710 |
| 7 | -204.33467 |
| 8 | -433.13846 |
| 9 | -228.45934 |
| 10 | -595.88023 |
| 11 | -5614.59416 |
| 12 | -329.56115 |